No. 1
26
Properties=species:S:1:pos:R:3 method="wB97M-V/def2-TZVPD" total_energy_ev=-21351.5352 homo_lumo_gap_ev="8.52 / 7.91" total_charge=0 lumo_ha="-0.00202 / 0.01036"
P -0.4531 0.1918 0.0554
O -2.4648 -1.3474 1.9914
O -1.6817 1.0070 -0.0372
N -1.1205 -1.6566 1.8312
C -1.3994 -1.1598 -2.0090
C 0.9854 -1.7425 -1.2258
C 0.8673 1.4477 2.0393
C 1.1185 2.3349 -0.2482
C 0.0128 -0.6934 -1.4971
C 1.0333 1.0872 0.5861
H 2.0837 -1.2195 -1.2445
H 1.5799 3.1715 0.2104
H -0.6894 -1.1822 2.5553
H 0.4841 0.5693 2.6113
H 0.0872 2.6939 -0.2629
H -2.1867 -0.3524 -1.8227
H 0.4028 0.1415 -2.1005
H 1.0078 -2.5193 -1.8977
H 1.8925 0.4375 0.4654
H 0.8471 -2.2088 -0.2490
H 0.1611 2.3237 2.1914
H -3.0562 -1.6593 1.2684
H 1.8952 1.7471 2.3953
H -1.5175 -2.0111 -1.3632
H 1.4030 2.1161 -1.2337
H -1.2921 -1.5170 -3.0093

***

No. 2
26
Properties=species:S:1:pos:R:3 method="wB97M-V/def2-TZVPD" total_energy_ev=-14110.6646 homo_lumo_gap_ev=7.82 total_charge=-1 lumo_ha=0.12580
O -0.9068 1.8915 -3.2682
O -1.7403 0.8541 1.2532
O -3.7051 0.3968 -0.3788
N -0.5284 -1.6940 1.3625
C 2.6933 -0.3893 0.9293
C 2.7302 -0.1035 -0.4993
C 0.7966 -1.5688 2.0985
C 1.8413 -0.3442 -1.4383
C 1.3410 -0.2281 1.6396
C -1.0730 1.2088 -2.3288
H 3.8014 0.2333 -0.6735
H -2.7845 0.5361 0.4156
H -1.8470 1.5804 1.7530
H 1.6055 0.3594 2.5750
H -1.0089 0.1414 -2.4825
H -1.3423 1.6506 -1.3911
H -1.2671 -1.1670 1.6292
H -0.5060 -1.7207 0.3345
H 0.5640 -1.6898 3.2220
H -4.2163 -0.3495 0.1307
H 3.2533 -1.4430 1.1535
H 0.5896 0.3002 0.9817
H 1.0697 -0.9583 -1.4251
H 1.2726 -2.5182 1.8898
H 2.0181 0.0449 -2.5050
H 3.3380 0.2693 1.5989

***

No. 3
24
Properties=species:S:1:pos:R:3 method="wB97M-V/def2-TZVPD" total_energy_ev=-18799.9543 homo_lumo_gap_ev=9.63 total_charge=+1 lumo_ha=-0.12263
S -1.5031 -3.0120 2.0721
N 0.9960 0.1631 1.3246
C -0.1800 -2.0292 1.3313
C -0.5771 0.6436 -1.4941
C 1.9095 0.8658 -1.7837
C 0.5240 1.3927 -1.5355
C -1.9680 1.1694 -1.3248
C 0.0066 -0.7072 2.0643
H -0.4660 -0.4265 -1.6668
H -2.5075 -2.2590 1.6026
H 0.4363 2.4715 -1.4390
H -0.9236 -0.1450 2.1238
H 0.5988 0.4640 0.4094
H 2.6217 1.2424 -1.0462
H 1.8634 -0.3413 1.1368
H 1.9263 -0.2264 -1.7704
H 2.2739 1.1948 -2.7589
H -0.3683 -1.8556 0.2724
H -2.4883 0.6607 -0.5101
H -2.5528 0.9880 -2.2289
H 0.3929 -0.8659 3.0694
H 0.7251 -2.6283 1.4170
H -1.9639 2.2383 -1.1243
H 1.2240 1.0021 1.8589

***

No. 4
23
Properties=species:S:1:pos:R:3 method="wB97M-V/def2-TZVPD" multiplicity=2 total_energy_ev=-8527.7936 homo_lumo_gap_ev="2.43 / 10.30" total_charge=-1 lumo_ha="0.13279 / 0.12789"
O 2.7904 -3.0321 -0.2496
C 0.9100 1.3848 0.3222
C -0.0445 0.5855 1.1887
C -1.6020 -0.2080 -0.7087
C 1.8300 0.5648 -0.6155
C -2.7998 0.7076 -0.4045
C -0.7699 -0.5834 0.5101
H 3.1194 -2.1583 0.0188
H 2.4063 -3.4445 0.5388
H -2.0261 -1.1258 -1.1299
H -3.5297 0.1637 0.1979
H 0.5412 0.1344 1.9850
H 2.2385 1.2428 -1.3695
H -2.4949 1.5776 0.1753
H 2.7031 0.0996 -0.1666
H -0.0388 -1.3398 0.2242
H -1.4549 -0.9901 1.2488
H -1.0379 0.2500 -1.5197
H 1.2863 -0.2298 -1.1128
H -3.2432 1.0910 -1.3241
H 1.5837 2.0138 0.9170
H 0.4047 2.0537 -0.3555
H -0.7716 1.2425 1.6298

***

No. 5
23
Properties=species:S:1:pos:R:3 method="wB97M-V/def2-TZVPD" smiles=CCCC(C)C.O total_energy_ev=-8528.9612 homo_lumo_gap_ev=11.32 total_charge=0 lumo_ha=0.02904
O 0.9477 -2.3115 -2.0490
C 1.5718 0.7665 0.4781
C -0.8707 -1.0566 0.7884
C 0.1718 1.2174 0.1163
C -0.7101 0.0250 -0.2982
C -1.5163 -0.5285 2.0974
C 0.0860 2.3444 -0.9208
H 0.6660 -2.8531 -1.3093
H -0.2387 -0.4661 -1.1558
H -2.4154 0.0729 1.9818
H 1.5957 0.2084 1.4091
H 1.9038 -2.4407 -2.0719
H -0.9108 2.3035 -1.3586
H 0.1760 3.3364 -0.4789
H 0.7947 2.2725 -1.7095
H -0.7649 0.0381 2.6528
H -1.7333 0.3455 -0.5142
H 1.9495 0.1105 -0.3065
H -1.6838 -1.4036 2.7348
H 0.1045 -1.3887 1.1576
H -1.4369 -1.8802 0.3745
H 2.2878 1.5787 0.5587
H -0.3235 1.6199 0.9945

***

No. 6
23
Properties=species:S:1:pos:R:3 method="wB97M-V/def2-TZVPD" smiles=CCC(C)CC.O total_energy_ev=-8526.9662 homo_lumo_gap_ev=11.22 total_charge=0 lumo_ha=0.03571
O 3.7389 -0.7970 4.5411
C 0.1197 0.7190 0.0685
C 1.7473 0.8116 -0.2427
C -2.0962 -0.2094 -0.6317
C -2.9237 -1.3418 -1.2888
C -0.6446 0.0438 -1.1250
C -0.7462 0.9137 -2.3628
H -3.8282 -1.5084 -0.6342
H -2.6299 -2.3747 -1.1016
H -3.3128 -1.3213 -2.3181
H 3.2042 -1.0302 5.3418
H 2.1331 1.0186 -1.3053
H -0.3145 0.1816 0.9778
H -2.6138 0.7674 -0.5427
H -0.7821 1.9534 -2.0056
H -1.9659 -0.3941 0.4823
H 1.9781 1.8338 0.2248
H -0.2880 1.8303 0.0689
H -0.1103 -0.9217 -1.3379
H 2.3967 0.0859 0.3295
H -1.4456 0.6418 -3.1476
H 0.3563 0.9785 -2.6439
H 4.5743 -0.9860 4.7782

***

No. 7
23
Properties=species:S:1:pos:R:3 method="wB97M-V/def2-TZVPD" multiplicity=2 total_energy_ev=-8517.9739 homo_lumo_gap_ev="12.55 / 4.80" total_charge=+1 lumo_ha="-0.09542 / -0.37999"
O -2.8662 -0.3836 1.4514
C -0.0171 0.9379 -1.5238
C 0.4373 0.0850 0.7872
C 2.8070 -0.9716 0.4409
C -1.5152 0.3737 -1.6750
C 1.2912 -1.1170 0.4799
C 0.4908 1.2561 -0.1611
H 0.1304 1.8349 -2.2590
H 3.0919 -0.6047 1.3671
H 1.1621 -1.8182 1.3443
H 0.9388 0.4964 1.7093
H 0.9619 -1.6657 -0.3891
H -3.6971 -0.7451 1.8262
H -1.7157 0.4255 -2.7650
H 0.5983 0.1397 -1.8912
H -1.5234 -0.6499 -1.3743
H -2.2849 0.8873 -1.1217
H -3.2396 0.1799 0.7626
H -0.5666 -0.1141 1.1198
H 0.0450 2.1053 0.2946
H 1.5819 1.4805 -0.3036
H 3.2582 -0.3083 -0.3744
H 3.2243 -1.9597 0.3550

***

No. 8
24
Properties=species:S:1:pos:R:3 method="wB97M-V/def2-TZVPD" multiplicity=2 total_energy_ev=-10574.2057 homo_lumo_gap_ev="2.40 / 10.14" total_charge=-1 lumo_ha="0.12779 / 0.12751"
O 2.9074 0.3331 2.6170
O -1.3486 4.4975 3.4201
C 1.4904 -0.5789 -1.0327
C -1.6244 -0.5282 -0.2444
C 0.3080 -0.8057 -1.9565
C -2.0206 -1.9986 -0.3881
C -0.9774 -0.0551 -1.5490
C 2.7512 -0.3711 -1.3837
H 3.0474 -0.4018 -2.4207
H -1.9484 5.0677 3.9089
H -0.9625 -0.4299 0.6174
H -0.4871 4.6035 3.8455
H 1.1160 -0.6522 -0.0116
H 0.1611 -1.8264 -2.3100
H -1.1633 -2.6384 -0.5865
H 2.9826 -0.2389 3.3962
H 3.4416 -0.2497 -0.5541
H -2.8008 -2.0872 -1.1619
H 2.0761 0.2728 2.1288
H -0.6645 0.9905 -1.4504
H -1.6538 -0.1916 -2.3917
H -2.5280 0.0406 0.0106
H -2.5985 -2.4283 0.4428
H 0.4961 -0.3238 -2.9461

***

No. 9
24
Properties=species:S:1:pos:R:3 method="wB97M-V/def2-TZVPD" smiles=CC[C@@H](C)CCO.O total_energy_ev=-10574.9455 homo_lumo_gap_ev=10.83 total_charge=0 lumo_ha=0.03132
O -2.8290 -2.0102 0.7155
O -1.5192 2.3769 -0.6097
C -0.8655 1.4190 -1.5086
C 1.9295 0.9153 1.0914
C 0.6177 1.3392 -1.0268
C -0.0208 -2.0393 0.5049
C 0.6955 0.5035 0.2657
C 0.9037 -0.9860 -0.2435
H 1.2477 0.8422 -1.7750
H -3.2467 -1.8542 1.5795
H 1.7226 1.7607 1.7687
H -0.2599 0.6866 0.7070
H 2.2448 -0.0414 1.5591
H -0.5998 -2.5705 -0.2334
H 0.5292 -2.6824 1.1598
H -0.6894 -1.4391 1.1009
H -1.1967 3.2547 -0.8571
H -1.3836 0.4974 -1.1979
H -2.5118 -2.9092 0.8926
H 0.8175 -1.1851 -1.3206
H 2.7916 1.1930 0.4578
H 1.8729 -1.2347 0.1509
H -1.1390 1.8155 -2.4654
H 0.8887 2.3481 -0.7157

***

No. 10
31
Properties=species:S:1:pos:R:3 method="wB97M-V/def2-TZVPD" total_energy_ev=-46247.7367 homo_lumo_gap_ev=5.22 total_charge=+2 lumo_ha=-0.41904
Sn -0.2564 -0.5508 4.1613
S -0.4202 -2.0698 0.1892
S 0.7011 2.3191 1.2415
O -1.9723 -2.5951 0.2976
O 1.8577 1.3219 0.7212
O 0.3845 -3.1371 -0.2873
O 0.1678 1.6953 2.4403
O -0.1029 -1.3762 1.4283
O -0.2092 2.6479 0.1864
C 2.2641 2.3311 -1.5518
C 1.6293 3.8104 1.7127
C -2.3392 -3.6574 -0.6292
C -0.6682 -0.7696 -1.1171
C -3.8739 -3.7600 -0.6835
C 2.8311 1.8184 -0.2282
H 3.5162 2.5487 0.2017
H -1.8589 -3.5265 -1.5974
H -1.9614 -4.5535 -0.1381
H 0.9100 4.5616 2.0286
H -4.2182 -4.0111 0.3253
H 2.2649 3.4941 2.5407
H 3.0304 2.1463 -2.3001
H -0.2626 0.1642 -0.7462
H -1.7359 -0.8137 -1.3131
H 2.3039 4.1491 0.9319
H 3.4464 0.9620 -0.5005
H 2.0047 3.3869 -1.4755
H -4.3373 -4.5029 -1.3232
H 1.3260 1.8234 -1.7695
H -0.1648 -1.1187 -2.0172
H -4.2568 -2.7382 -0.7288

***

No. 11
30
Properties=species:S:1:pos:R:3 method="wB97M-V/def2-TZVPD" multiplicity=3 total_energy_ev=-78422.0167 homo_lumo_gap_ev="6.39 / 5.76" total_charge=-1 lumo_ha="0.08918 / 0.05842"
Sb -1.6289 -0.8481 -3.8427
Pd -0.9068 0.7878 -1.0314
S 0.2262 -2.1599 -4.0969
S -3.2370 -0.9459 -5.4169
S -2.4267 -1.0463 -1.5769
S -0.8901 1.4026 -3.2682
P -0.9713 1.0077 1.3167
P 1.0363 -0.4302 -0.7124
C -2.2974 0.3228 2.3693
C 0.8799 -2.2311 -0.5447
C 1.6523 0.1009 0.9393
C -0.7286 2.6611 2.0746
C 2.4448 -0.1899 -1.8293
C 0.5034 0.0838 1.9477
H 2.4780 -0.5343 1.2735
H 0.1703 -0.9470 2.1028
H 2.6490 0.8768 -1.9232
H -3.2085 0.9037 2.2267
H 0.8118 0.4713 2.9227
H 0.1475 3.1338 1.6300
H -0.5978 2.6003 3.1576
H 2.1336 -0.5768 -2.8027
H 0.5568 -2.6113 -1.5170
H 3.3354 -0.7177 -1.4812
H 1.8304 -2.6878 -0.2575
H -1.5937 3.2854 1.8502
H -2.4998 -0.7015 2.0551
H 2.0433 1.1162 0.8197
H -2.0204 0.3370 3.4259
H 0.1079 -2.4636 0.1891

***

No. 12
28
Properties=species:S:1:pos:R:3 method="wB97M-V/def2-TZVPD" total_energy_ev=-25168.4108 homo_lumo_gap_ev=6.56 total_charge=+2 lumo_ha=-0.36549
Si -1.2444 0.3350 0.1686
Al 4.0417 2.8962 0.1808
O 1.5731 0.8812 -1.6584
N -0.3735 -2.7453 0.1353
C -1.1553 2.1032 -0.4417
C 3.1135 0.3555 0.4148
C -1.7861 0.4086 1.9615
C -2.5238 -0.6322 -0.7900
C 0.4865 -1.8175 -0.5458
C 0.5169 -0.5176 0.1333
B 1.7329 0.3091 -0.4473
H 3.9581 0.6255 -0.2238
H 1.8122 1.8066 -1.7116
H 0.1867 -1.6389 -1.5905
H -0.0160 -3.0182 1.0361
H -2.1847 2.4523 -0.4129
H -1.1028 1.0287 2.5355
H 1.5099 -2.2355 -0.6189
H -3.3408 0.0409 -1.0318
H -0.5328 2.7537 0.1681
H -0.5957 -3.5667 -0.4084
H 3.2604 -0.6621 0.7729
H -0.8063 2.1715 -1.4689
H -2.1441 -1.0719 -1.7097
H 3.0447 1.0112 1.2875
H -2.8578 -1.4539 -0.1665
H -1.7671 -0.5917 2.3894
H -2.8054 0.7721 2.0424

***

Please write out number 9 again, unchanged.
24
Properties=species:S:1:pos:R:3 method="wB97M-V/def2-TZVPD" smiles=CC[C@@H](C)CCO.O total_energy_ev=-10574.9455 homo_lumo_gap_ev=10.83 total_charge=0 lumo_ha=0.03132
O -2.8290 -2.0102 0.7155
O -1.5192 2.3769 -0.6097
C -0.8655 1.4190 -1.5086
C 1.9295 0.9153 1.0914
C 0.6177 1.3392 -1.0268
C -0.0208 -2.0393 0.5049
C 0.6955 0.5035 0.2657
C 0.9037 -0.9860 -0.2435
H 1.2477 0.8422 -1.7750
H -3.2467 -1.8542 1.5795
H 1.7226 1.7607 1.7687
H -0.2599 0.6866 0.7070
H 2.2448 -0.0414 1.5591
H -0.5998 -2.5705 -0.2334
H 0.5292 -2.6824 1.1598
H -0.6894 -1.4391 1.1009
H -1.1967 3.2547 -0.8571
H -1.3836 0.4974 -1.1979
H -2.5118 -2.9092 0.8926
H 0.8175 -1.1851 -1.3206
H 2.7916 1.1930 0.4578
H 1.8729 -1.2347 0.1509
H -1.1390 1.8155 -2.4654
H 0.8887 2.3481 -0.7157